[1]
Molecular formula: C30H45F5IrP2S
Method: DFT, the ωB97M-V functional and the def2-TZVPD basis

XYZ file:
```
84
Properties=species:S:1:pos:R:3:forces:R:3:mulliken_spin:R:1
Ir -0.450667 0.142547 -1.405732 1.647 -2.754 3.043 1.26
C -1.793065 1.822114 -0.179362 -1.417 0.052 0.762 0.34
C -2.391623 0.984534 -1.181134 -0.143 -0.333 -0.533 0.18
C -1.805496 -0.347601 0.632874 -0.441 -0.332 -0.037 0.26
C -1.597394 1.005766 0.962514 0.377 0.147 0.572 0.15
C -2.276304 -0.414846 -0.725653 -3.259 -0.138 0.977 0.12
C -1.795575 3.314442 -0.184220 -0.356 -0.063 -0.076 0.01
H -1.548397 3.735623 -1.165871 -0.101 0.001 0.171 0.00
H -1.159052 3.772825 0.577013 -0.009 -0.210 -0.166 0.00
H -2.833186 3.592066 0.061687 0.241 0.265 -0.193 0.01
C -1.375692 1.464591 2.350327 0.074 -0.083 0.919 -0.02
H -1.123745 2.534646 2.433747 -0.405 -0.626 -0.017 0.01
H -0.547974 0.878706 2.814358 -0.675 0.465 -0.196 0.05
H -2.303361 1.257500 2.948676 0.725 0.225 -0.415 0.02
C -1.871546 -1.447077 1.638453 0.023 0.052 0.031 0.03
H -2.784919 -1.254370 2.226797 0.239 -0.300 -0.027 0.01
H -1.012928 -1.408791 2.314046 -0.191 -0.062 -0.076 0.01
H -1.927815 -2.453685 1.200895 -0.112 0.505 0.223 0.00
C -3.137392 -1.568740 -1.234052 -0.099 0.426 -0.036 -0.03
H -4.202729 -1.265065 -1.293062 0.601 -0.115 0.033 0.00
H -3.075599 -2.446051 -0.577055 0.041 0.332 -0.251 0.00
H -2.794389 -1.844450 -2.231790 -0.529 -0.378 0.443 0.01
C -3.150944 1.478554 -2.366161 -0.752 0.042 0.399 0.01
H -4.155562 1.789548 -2.023401 0.327 -0.036 -0.216 0.00
H -3.291903 0.686959 -3.102219 -0.081 0.197 0.170 0.01
H -2.673069 2.349156 -2.824450 -0.156 -0.162 0.019 0.01
C 1.384300 0.564538 -2.488472 2.150 -0.206 0.223 0.07
C 0.286471 1.362677 -2.698923 0.674 1.424 -3.385 0.21
C -0.306997 1.625578 -4.071092 0.512 0.234 0.137 0.02
C -1.170355 0.440002 -4.594206 -0.200 -0.028 -0.077 -0.01
C -1.124362 -0.863842 -3.792672 -0.350 0.567 -0.386 0.10
C -0.019684 -1.641083 -3.715625 -0.104 -0.766 -0.951 0.07
C 1.301306 -1.280714 -4.342371 0.820 0.597 0.142 0.00
C 2.124247 -0.094638 -3.645773 -0.395 -0.203 -0.180 0.02
H 0.525456 1.822310 -4.764932 -0.373 0.091 0.193 0.00
H -0.860461 0.206280 -5.626415 -0.129 0.106 0.306 -0.01
H -0.915275 2.539184 -3.997610 0.250 -0.289 -0.285 0.00
H 2.340170 0.689303 -4.393844 -0.112 -0.358 0.280 0.00
H 1.826521 0.458319 -1.458782 0.096 0.476 -1.461 -0.03
H -0.214973 1.922079 -1.856986 0.679 1.020 -0.114 0.24
H 3.109304 -0.477572 -3.318154 -0.622 0.314 -0.128 0.00
H 1.942937 -2.175824 -4.317390 -0.258 0.368 -0.239 0.00
H -0.090465 -2.713895 -3.445381 -0.170 0.995 0.133 0.00
H 1.160189 -0.980953 -5.400549 -0.052 -0.333 0.474 0.01
H -2.216298 0.785927 -4.640965 0.618 -0.304 -0.218 0.00
H -2.123986 -1.235692 -3.515501 0.956 0.028 -0.378 0.04
P 1.617974 1.694380 0.508439 0.252 0.643 0.218 0.28
C 1.447019 2.664125 2.055190 0.117 -0.079 0.362 0.09
H 2.367080 3.269528 2.116953 -0.377 -0.105 0.064 0.01
H 1.396203 2.005971 2.942150 -0.042 0.542 -0.542 -0.03
H 0.574129 3.332300 1.995038 0.519 -0.230 0.091 -0.01
C 3.356604 1.099866 0.678788 -0.203 -0.187 0.117 0.04
H 3.936097 1.972614 1.027090 -0.087 -0.421 -0.172 0.01
H 3.750531 0.757737 -0.291913 -0.064 0.101 0.442 -0.01
H 3.402588 0.300982 1.443239 0.139 0.397 -0.507 0.00
C 1.869223 3.106942 -0.617614 0.031 0.016 -0.027 0.06
H 2.133630 2.755554 -1.612923 0.121 0.256 0.063 -0.01
H 2.677432 3.726954 -0.207467 -0.237 -0.034 -0.205 0.01
H 0.940786 3.683754 -0.676172 0.222 0.073 -0.005 0.00
P 1.074841 -1.904220 -0.071694 0.429 -0.923 -0.131 0.25
C -0.127428 -3.047342 -0.866548 -0.091 -0.212 -0.071 0.05
H 0.453687 -3.874416 -1.296805 -0.426 -0.009 -0.050 0.00
H -0.724504 -2.518222 -1.638418 0.433 -0.781 0.770 -0.03
H -0.799494 -3.440213 -0.078458 0.426 0.102 -0.538 0.00
C 2.631576 -2.077439 -1.080790 -0.212 -0.346 0.055 0.02
H 2.425925 -1.839891 -2.136931 0.227 -0.259 0.667 0.00
H 2.981659 -3.129251 -0.995501 -0.141 0.654 -0.126 0.00
H 3.420223 -1.407126 -0.680843 -0.460 -0.399 -0.290 0.00
C 1.571626 -3.051066 1.318123 -0.145 -0.082 -0.097 0.08
H 1.767454 -4.032529 0.863625 -0.043 0.193 -0.019 0.01
H 0.760957 -3.152512 2.054907 0.445 0.058 -0.394 -0.01
H 2.487240 -2.708657 1.823827 -0.380 -0.141 -0.259 0.00
F -0.847113 -1.183586 8.355616 0.754 0.092 -1.495 0.02
C -0.272395 -1.101387 7.141312 -0.635 -0.093 0.872 0.17
C 0.464743 0.050346 6.802584 0.177 0.664 0.182 -0.04
F 0.560356 1.073324 7.682142 -0.047 -1.204 -0.912 0.00
C 1.011814 0.146696 5.526108 -0.412 0.873 0.586 0.13
F 1.587755 1.305740 5.132776 -0.334 -1.093 0.654 0.01
C 0.817996 -0.863903 4.554619 -0.221 -0.260 0.865 -0.03
S 1.400613 -0.658856 3.023535 0.401 0.294 -0.639 0.64
C 0.061429 -2.004958 4.930805 -0.993 -0.764 0.124 0.12
F -0.242902 -2.957714 3.996274 0.497 1.097 1.235 0.01
C -0.503425 -2.126182 6.198282 -0.317 -0.643 -0.244 -0.04
F -1.309648 -3.178246 6.499053 1.114 1.361 -0.253 0.00
```
Positions in Å, forces in eV/Å.

Values from the calculation:
Frontier orbital gap (alpha / beta) in eV: 8.01 / 6.05
Electronic energy in a.u.: -2853.8110
Spin multiplicity: 6
Molar mass in Da: 786.91
Energy above the lowest of the compared OMol25 structures with the same formula, charge and spin in kcal/mol: 54.95
Net charge: +2
⟨S²⟩: 8.811


[2]
Molecular formula: CH3N3OS
Method: DFT, the ωB97M-V functional and the def2-TZVPD basis

XYZ file:
```
9
Properties=species:S:1:pos:R:3:forces:R:3:nbo_charge:R:1
C -0.273850 -0.300917 1.346419 0.192 0.570 1.682 -0.30
N 1.003700 0.706688 -0.332021 0.569 0.862 -6.728 -0.34
N -1.550852 0.208232 -2.438797 1.345 1.422 1.831 -0.73
N 0.611382 0.524899 0.801023 -1.853 -0.302 5.636 -0.23
O 0.550951 -1.128918 -2.230688 0.980 0.441 0.635 -0.88
S -0.231544 0.019123 -1.800312 -0.736 -1.833 -0.707 1.63
H -0.750555 -1.094238 0.764793 0.240 0.616 -0.022 0.22
H -0.486047 -0.175349 2.448759 0.398 -0.168 -1.655 0.22
H 1.126816 1.240479 1.440822 -1.133 -1.608 -0.672 0.42
```
Positions in Å, forces in eV/Å.

Values from the calculation:
Frontier orbital gap in eV: 7.40
Electronic energy in a.u.: -677.3437
Molar mass in Da: 105.12
Energy above the lowest of the compared OMol25 structures with the same formula, charge and spin in kcal/mol: 173.84


Q: Look up the energy above the lowest of the compared OMol25 structures with the same formula, charge and spin of the second one.
A: 173.84 kcal/mol


Q: Which of these has the lowest energy above the lowest of the compared OMol25 structures with the same formula, charge and spin?
A: C30H45F5IrP2S


Q: The highest molar mass belongs to which entry?
A: C30H45F5IrP2S


Q: Which value of energy above the lowest of the compared OMol25 structures with the same formula, charge and spin does entry 2 give?
A: 173.84 kcal/mol